22
Properties=species:S:1:pos:R:3 method="wB97M-V/def2-TZVPD" multiplicity=2 s2=0.75 max_force_ev_per_a=3.75 charge=+1 total_energy_ev=-9967.1226 gap_ha="0.4204 / 0.2413" e_homo_ev="-14.64 / -14.64"
C -1.51 -1.14 0.14
C -0.92 0.21 0.58
N -0.08 0.82 -0.44
C -0.36 2.25 -0.66
C 1.33 0.53 -0.32
H -2.12 -0.91 -0.73
H -0.81 -1.95 -0.02
H -2.19 -1.48 0.92
H -0.51 0.31 1.58
H -1.78 0.85 0.68
H -0.17 2.80 0.26
H -1.42 2.32 -0.87
H 0.17 2.59 -1.54
H 1.80 1.07 0.49
H 1.43 -0.54 -0.13
H 1.91 0.77 -1.22
H 1.02 -2.39 3.47
H -0.09 -1.33 3.55
O 0.09 -2.26 3.71
H 1.74 -0.10 -3.24
H 1.02 -1.43 -2.73
O 1.43 -0.98 -3.47